(w)
Here is H3O6 as an isolated structure from the Open Molecules 2025 dataset. Energies are from the ωB97M-V functional and the def2-TZVPD basis.

Properties
orbital gap (spin up / spin down)	7.919 / 7.915	eV
M	99.0	g mol⁻¹
net charge	+1
HOMO energy (spin up / spin down)	-16.408 / -16.408	eV

Atoms and positions in Å:
O  -1.77376  -0.39867  0.85610
O  0.47757  1.43962  -1.33719
O  0.69013  -0.10155  1.12867
O  -1.29417  -0.65475  -0.31994
O  1.03334  0.26998  -1.30667
O  0.45729  -0.47081  -0.48840
H  -1.90114  -1.17384  1.44457
H  1.19608  1.99244  -1.48837
H  1.11465  -0.90242  1.51122

(x)
Here is a 2-piece molecular cluster, H3O6 overall from the Open Molecules 2025 dataset. Energies are from the ωB97M-V functional and the def2-TZVPD basis.

Properties
orbital gap (spin up / spin down)	5.612 / 9.914	eV
M	99.0	g mol⁻¹
net charge	+1
HOMO energy (spin up / spin down)	-15.286 / -16.207	eV

Atoms and positions in Å:
O  2.27045  0.37254  0.10562
O  -0.72057  -1.51098  -0.06927
O  -1.50399  0.48567  0.76379
O  3.27834  -0.37474  0.21016
O  0.16159  0.47961  -0.82037
O  -0.87808  -0.08519  -0.42259
H  2.45841  0.76303  -0.82601
H  -1.57890  -1.66916  0.33662
H  -1.30909  1.41522  0.57829

The relative energies come out as (w) 0.0000; (x) 0.0196, with values in hartree.

(w)
Here is a 2-piece molecular cluster, CH4NO2S overall from the Open Molecules 2025 dataset. Energies are from the ωB97M-V functional and the def2-TZVPD basis.

Properties
orbital gap	8.481	eV
M	94.1	g mol⁻¹
net charge	-1
HOMO energy	-4.712	eV

Atoms and positions in Å:
S  -1.56312  1.28203  1.37990
H  -0.95331  1.58721  2.53793
H  -0.34693  1.05400  0.60311
N  -0.24777  -0.93066  -0.93252
C  1.01249  -0.24162  -0.78178
O  1.95488  -0.63916  -1.47180
O  0.99355  0.71545  0.05322
H  -0.73932  -0.98395  -0.04968
H  -0.11047  -1.84330  -1.33837

(x)
Here is a 2-piece molecular cluster, CH4NO2S overall from the Open Molecules 2025 dataset. Energies are from the ωB97M-V functional and the def2-TZVPD basis.

Properties
orbital gap (spin up / spin down)	5.700 / 7.608	eV
M	94.1	g mol⁻¹
net charge	-1
HOMO energy (spin up / spin down)	-2.677 / -3.809	eV

Atoms and positions in Å:
C  -1.14527  -1.55311  0.36157
N  2.32257  1.07785  -0.12805
O  -1.37042  0.95283  1.09485
O  -1.37398  0.45405  -1.32539
S  -0.86640  0.10831  0.00785
H  -0.78266  -2.19228  -0.43189
H  -0.72467  -1.80184  1.32808
H  1.75993  1.84739  0.23584
H  2.18090  1.10679  -1.14287

The relative energies come out as (w) 0.0000; (x) 0.1918, with values in hartree.

(w)
Here is one molecule with the formula C3H7O3PS from the Open Molecules 2025 dataset. Energies are from the ωB97M-V functional and the def2-TZVPD basis.

Properties
orbital gap	9.876	eV
M	154.1	g mol⁻¹
HOMO energy	-9.395	eV
SMILES	C=CCO[P@@](=O)(O)S

Atoms and positions in Å:
C  1.02594  0.78126  -0.79154
C  1.45676  0.05142  0.54265
C  1.85293  -1.22766  0.69383
O  -0.37762  0.61942  -1.08032
O  -0.93149  0.29688  1.49848
O  -2.56040  1.33870  -0.27245
P  -1.47500  0.27635  0.14552
S  -2.21617  -1.55672  -0.35765
H  1.22615  1.83195  -0.78061
H  1.64745  0.27698  -1.54780
H  1.38042  0.73699  1.47980
H  1.68445  -2.01359  0.07161
H  -2.05704  -1.46598  -1.65540
H  2.46274  -1.48423  1.56543
H  -3.11912  1.53822  0.48842

(x)
Here is a 2-piece molecular cluster, C3H7O3PS overall from the Open Molecules 2025 dataset. Energies are from the ωB97M-V functional and the def2-TZVPD basis.

Properties
orbital gap	10.838	eV
M	154.1	g mol⁻¹
HOMO energy	-10.912	eV

Atoms and positions in Å:
C  -4.10369  -1.22648  0.12358
C  -1.06295  -1.55178  -0.03850
C  1.72001  1.51872  0.18056
O  -1.00019  1.26880  1.05175
O  -1.31488  -0.39075  -0.84909
O  0.75378  0.94595  -0.74387
P  -0.82882  1.02629  -0.38804
S  -4.12755  0.27455  -0.22898
H  -1.44390  1.69947  -1.45143
H  -0.70609  -1.09133  0.92105
H  -0.21640  -2.09380  -0.44842
H  -1.94938  -2.07062  -0.17871
H  1.17485  1.73886  1.07684
H  2.15347  2.32489  -0.29407
H  2.46474  0.66940  0.42268

The relative energies come out as (w) 0.0000; (x) 0.0865, with values in hartree.

(w)
Here is an isolated ion of composition C6H9N2O and charge +1 from the Open Molecules 2025 dataset. Energies are from the ωB97M-V functional and the def2-TZVPD basis.

Properties
orbital gap (spin up / spin down)	7.509 / 7.512	eV
M	125.2	g mol⁻¹
net charge	+1
HOMO energy (spin up / spin down)	-13.353 / -13.355	eV

Atoms and positions in Å:
C  -0.14860  -3.08819  1.32554
C  -0.28802  -1.30987  0.26128
C  0.19253  -1.05265  1.51605
C  -0.56620  -0.22131  -0.73697
C  0.56130  1.24077  0.92022
C  -0.00563  2.05016  -1.29291
N  -0.48408  -2.65876  0.15034
N  0.40235  0.92315  -0.48922
O  0.20866  -2.19992  2.20676
H  -0.05971  -4.22027  1.49231
H  -0.32796  -0.43355  -1.86418
H  -1.59018  0.07955  -0.63697
H  -0.13555  1.99674  1.19271
H  1.49939  1.12450  1.30713
H  -1.05072  2.38581  -0.92417
H  0.65552  2.96965  -1.09233
H  -0.13661  1.96154  -2.42155
H  1.27351  0.45265  -0.91402

(x)
Here is a 2-piece molecular cluster, C6H9N2O overall from the Open Molecules 2025 dataset. Energies are from the ωB97M-V functional and the def2-TZVPD basis.

Properties
orbital gap (spin up / spin down)	7.443 / 7.445	eV
M	125.2	g mol⁻¹
net charge	+1
HOMO energy (spin up / spin down)	-13.288 / -13.288	eV

Atoms and positions in Å:
C  1.94149  0.88484  0.02702
C  0.83029  1.34059  -0.56971
C  2.07606  -0.42950  0.58020
C  1.28989  -1.36223  0.05846
C  -0.16235  0.41952  -0.95898
C  -0.47393  -1.87739  -1.34677
N  0.22055  -0.97966  -0.73300
N  -1.37126  0.58215  -1.30166
O  -1.78023  1.06195  1.44849
H  2.73195  1.65139  0.24532
H  0.79529  2.38872  -0.89104
H  2.92950  -0.59851  1.25068
H  1.38620  -2.38113  0.25232
H  -0.36371  -3.02375  -1.23002
H  -1.31950  0.64578  2.28191
H  -1.39074  -1.48366  -1.64290
H  -1.78003  1.48061  -1.55696
H  -2.54302  1.58305  1.80524

The relative energies come out as (w) 0.1212; (x) 0.0000, with values in hartree.